The following is a quantum chemistry calculation of 10 unconnected molecules or ions with the total composition C66H146N8O6 at a distorted geometry, from OMol25.

XYZ file:
```
226
Properties=species:S:1:pos:R:3:forces:R:3
C 15.0420 -18.4818 -13.2815 -1.4 -0.9 0.4
C 16.3468 -17.9908 -13.8566 0.4 2.3 -0.4
C 16.9235 -18.7088 -15.0548 0.0 -1.8 0.3
N 18.4337 -18.6742 -15.3445 -1.0 -0.2 0.9
C 18.7349 -17.1972 -15.8720 1.6 -1.5 1.6
C 19.2938 -19.1953 -14.1601 -0.8 1.8 1.1
C 20.6583 -19.4842 -14.6996 0.3 0.5 0.0
C 20.3421 -19.9604 -16.0937 -0.8 1.0 -1.8
C 18.7823 -19.8140 -16.2392 1.5 0.8 -1.8
H 14.1676 -17.8897 -13.5512 0.4 0.6 -0.2
H 14.9597 -18.4786 -12.1946 0.5 -0.3 0.0
H 14.6880 -19.4367 -13.6700 0.5 -0.5 0.3
H 17.1278 -17.7297 -13.1425 -0.2 -0.3 0.3
H 16.0173 -17.0251 -14.2402 0.7 0.5 0.0
H 16.3488 -18.3828 -15.9217 0.6 -0.2 -0.4
H 16.7564 -19.7761 -14.9095 -0.3 -0.1 -0.1
H 19.8219 -17.1184 -15.8892 -0.1 0.0 -0.5
H 18.4442 -16.5353 -15.0563 -0.6 0.1 -0.3
H 18.3452 -16.9994 -16.8705 -0.3 -0.3 0.3
H 19.2786 -18.3683 -13.4502 0.0 -0.4 0.5
H 18.8784 -20.1266 -13.7753 -0.7 0.3 0.0
H 21.1689 -18.5222 -14.6549 0.6 -0.2 -0.5
H 21.2531 -20.2130 -14.1489 -0.4 0.1 0.4
H 20.7069 -19.2422 -16.8280 0.5 0.0 -0.1
H 20.7441 -20.9188 -16.4222 -0.3 -0.1 0.3
H 18.5602 -19.4079 -17.2260 -0.2 -0.9 -0.3
H 18.2874 -20.7528 -15.9906 -0.5 0.5 0.1
C 14.3933 -21.0506 -10.6667 -1.8 0.2 0.7
C 14.1438 -21.7917 -9.3210 -0.1 -0.5 0.3
C 13.1398 -22.9828 -9.4242 1.8 -0.8 1.1
N 12.9296 -23.8088 -8.0837 0.6 0.8 0.7
C 12.3684 -22.8544 -6.9619 -0.3 -0.3 -1.5
C 14.1994 -24.6067 -7.5883 0.6 1.7 -1.6
C 13.7659 -25.9701 -7.2588 -0.1 -1.8 0.2
C 12.6993 -26.3595 -8.3208 -1.0 2.3 1.7
C 11.9561 -24.9483 -8.3635 -0.5 -0.5 -0.4
H 13.4473 -20.5362 -10.8357 0.1 0.6 -0.2
H 14.4742 -21.6336 -11.5841 0.5 -0.5 0.4
H 15.1910 -20.3124 -10.5848 -0.1 -0.2 0.0
H 13.6557 -21.1833 -8.5597 0.0 0.9 -0.5
H 15.1156 -21.9534 -8.8546 0.0 -1.0 0.0
H 13.5131 -23.7762 -10.0718 -0.2 0.2 -0.4
H 12.1874 -22.5789 -9.7675 -0.1 -0.4 0.2
H 11.9737 -23.3611 -6.0812 0.5 -0.5 -0.2
H 11.5169 -22.3790 -7.4487 -0.1 0.1 0.1
H 13.0591 -22.0600 -6.6790 0.3 -0.5 -0.1
H 14.8015 -24.0168 -6.8972 -0.6 -0.1 0.4
H 14.8506 -24.7382 -8.4524 -0.1 0.5 -0.4
H 13.4156 -26.0677 -6.2312 -0.3 -0.1 -0.1
H 14.6135 -26.6479 -7.3594 0.1 0.1 0.2
H 11.9656 -27.0201 -7.8589 0.2 -0.3 -0.3
H 13.0432 -26.7934 -9.2598 0.1 0.5 0.1
H 11.2311 -24.8720 -7.5531 0.0 -0.4 0.0
H 11.4024 -24.7257 -9.2756 0.2 -0.1 -0.1
C 20.2451 -12.8631 -8.8694 -1.4 0.2 -0.6
C 19.1392 -13.8482 -8.3953 0.3 -0.2 1.6
C 18.3754 -14.5862 -9.4990 -0.9 -0.3 -0.2
N 17.4698 -15.8534 -9.0778 1.2 -0.8 2.3
C 16.1693 -15.4938 -8.2477 2.4 -0.1 -2.6
C 18.3271 -16.7488 -8.1351 0.5 0.6 -0.7
C 17.8681 -18.1669 -8.3290 -0.9 -0.8 -0.1
C 17.0729 -18.2204 -9.6626 -0.3 -1.0 0.8
C 17.0161 -16.8278 -10.2016 1.6 1.9 0.1
H 20.4878 -12.0918 -8.1384 -0.4 -0.2 0.2
H 19.7836 -12.3695 -9.7246 0.9 0.3 -0.4
H 21.1863 -13.3759 -9.0677 -0.2 0.0 -0.5
H 18.4619 -13.3637 -7.6920 -0.1 0.2 -0.1
H 19.7591 -14.4985 -7.7780 -0.6 -0.8 0.1
H 19.1463 -14.8566 -10.2206 -0.5 -0.8 -0.4
H 17.6195 -13.9998 -10.0212 0.4 0.5 0.0
H 15.7421 -16.4924 -8.1554 -0.4 0.5 0.8
H 15.6791 -14.9226 -9.0360 -0.8 0.4 0.9
H 16.5255 -14.9417 -7.3780 -0.7 -0.2 0.0
H 18.2809 -16.4168 -7.0979 -0.3 0.2 -0.2
H 19.3612 -16.5804 -8.4358 0.0 -0.2 -0.2
H 17.1593 -18.4694 -7.5582 0.2 0.2 0.3
H 18.6533 -18.9223 -8.3003 0.2 0.4 0.0
H 16.0895 -18.6444 -9.4594 -0.1 0.3 0.0
H 17.5097 -18.9315 -10.3637 0.2 0.3 -0.2
H 16.0534 -16.4487 -10.5444 0.2 -0.2 -0.3
H 17.8288 -16.7185 -10.9198 -0.5 0.3 -0.5
C 16.6253 -22.1240 -18.2789 0.4 0.0 -0.6
C 17.9455 -22.0473 -19.1275 -1.3 1.6 1.0
C 17.7914 -20.9733 -20.2293 0.8 -2.3 -1.9
N 18.7752 -21.3026 -21.3805 1.9 -1.4 0.8
C 18.3625 -22.5944 -22.1142 -1.1 1.5 -1.2
C 19.0161 -20.0759 -22.3399 -1.0 -1.3 -0.9
C 20.4291 -20.2299 -23.0107 -1.4 1.7 0.7
C 21.0167 -21.2786 -22.1845 2.4 -2.4 2.2
C 20.2729 -21.5094 -20.8779 -2.0 1.2 -1.7
H 16.7002 -22.9823 -17.6113 -0.2 0.2 0.2
H 15.7156 -22.2466 -18.8667 0.2 -0.4 -0.4
H 16.3953 -21.2007 -17.7472 0.5 0.0 0.4
H 18.1722 -23.0556 -19.4740 0.1 0.3 -0.3
H 18.7315 -21.6714 -18.4725 0.3 -0.5 0.1
H 17.9764 -19.9262 -19.9897 -0.3 -0.3 0.4
H 16.8388 -21.1760 -20.7188 -0.3 0.8 0.2
H 18.0998 -23.5495 -21.6594 0.5 0.5 1.3
H 19.0874 -22.8432 -22.8892 -0.2 0.5 0.0
H 17.4114 -22.2674 -22.5344 0.1 -0.3 -0.7
H 18.2945 -20.1043 -23.1564 -0.5 0.0 0.4
H 18.7893 -19.2516 -21.6638 0.7 0.3 -0.5
H 20.4235 -20.4724 -24.0734 -0.5 -0.1 0.2
H 20.9121 -19.2560 -22.9305 0.2 -0.1 0.1
H 21.0700 -22.2701 -22.6343 0.0 0.2 -0.6
H 22.0180 -21.1367 -21.7777 0.5 0.5 -0.7
H 20.4684 -22.5368 -20.5708 -0.4 0.4 0.7
H 20.3964 -20.6687 -20.1952 0.4 -0.4 0.5
C 24.6583 -11.9526 -11.6108 0.1 0.1 -0.9
C 23.5490 -12.9470 -11.8927 -2.3 0.8 1.4
C 23.8474 -14.3618 -11.4513 2.1 0.2 -3.7
N 22.9606 -15.3978 -12.1756 0.4 -1.6 3.4
C 21.5781 -15.1927 -11.5363 0.1 0.1 -2.1
C 23.5374 -16.8156 -11.7603 0.2 0.6 -1.7
C 24.4538 -17.1902 -12.9156 0.4 0.7 0.1
C 23.8899 -16.5916 -14.2603 0.5 -0.4 2.7
C 23.0733 -15.3765 -13.7465 -0.8 0.1 0.5
H 25.4393 -12.0703 -12.3620 0.4 -0.1 0.4
H 25.0292 -12.0395 -10.5895 0.2 -0.1 -0.1
H 24.3025 -10.9308 -11.7425 -0.2 -0.1 0.1
H 23.0057 -12.8464 -12.8322 1.0 -0.3 -0.8
H 22.6795 -12.6001 -11.3345 -0.1 0.1 0.9
H 24.1399 -14.4513 -10.4050 -1.1 -0.6 0.2
H 24.7504 -14.6124 -12.0080 0.8 0.2 0.4
H 21.2624 -14.2001 -11.8574 -0.4 -0.1 0.0
H 21.5675 -15.2137 -10.4465 0.7 -0.3 -0.2
H 20.9200 -15.9378 -11.9834 -0.2 0.1 0.2
H 22.7911 -17.6096 -11.7861 -0.7 0.6 0.6
H 24.0992 -16.7540 -10.8283 -0.5 0.1 0.1
H 24.6153 -18.2679 -12.8897 0.1 0.0 -0.3
H 25.4147 -16.6907 -12.7924 0.2 -0.3 0.3
H 23.3647 -17.3862 -14.7903 -0.2 0.6 -0.4
H 24.8512 -16.2993 -14.6828 -0.8 0.3 -1.1
H 22.0125 -15.3425 -13.9949 0.1 -0.1 -0.6
H 23.5238 -14.4399 -14.0748 -0.1 0.0 0.4
C 13.0928 -17.9856 -16.2162 -0.8 0.7 0.5
C 13.5201 -16.5397 -16.4349 -0.5 1.5 -0.2
C 12.8827 -15.5227 -15.3932 1.1 -0.4 0.4
N 13.3288 -14.0312 -15.3622 0.9 -0.3 -1.8
C 14.7744 -13.9546 -14.8948 -1.8 0.5 0.3
C 13.3176 -13.4032 -16.7939 -2.3 1.7 1.1
C 12.5615 -12.0516 -16.6075 0.5 0.5 -1.4
C 12.4472 -11.7342 -15.1433 0.3 -1.1 1.3
C 12.3399 -13.1736 -14.5284 -1.0 -0.4 -1.5
H 13.5588 -18.6258 -16.9654 0.2 -0.2 0.4
H 12.0182 -18.0640 -16.3806 -0.1 0.0 -0.1
H 13.2246 -18.2661 -15.1712 0.3 -0.5 -0.3
H 13.1693 -16.2952 -17.4375 0.1 0.3 0.0
H 14.6037 -16.4309 -16.4817 0.1 0.0 0.3
H 13.2028 -15.8378 -14.4001 -0.2 -0.3 0.2
H 11.7952 -15.5941 -15.4070 0.1 0.3 -0.3
H 14.6590 -14.1787 -13.8343 0.9 -0.6 -0.1
H 15.0784 -12.9096 -14.9550 0.2 -0.2 -0.2
H 15.3203 -14.6098 -15.5737 0.4 0.1 0.7
H 14.2791 -13.0720 -17.1861 0.2 -1.4 0.2
H 12.5925 -13.9073 -17.4328 1.1 -0.9 -0.1
H 13.0860 -11.3374 -17.2423 0.2 0.5 0.5
H 11.6160 -12.0919 -17.1483 -0.4 -0.2 0.7
H 13.3084 -11.2953 -14.6396 0.5 0.1 -0.6
H 11.6751 -11.0064 -14.8937 -0.5 -0.6 0.0
H 12.3465 -13.3251 -13.4490 0.9 0.1 0.0
H 11.4563 -13.7332 -14.8354 -0.7 0.9 0.1
C 23.1543 -21.6999 -19.1172 0.6 0.8 0.2
C 24.5890 -21.3731 -18.5415 -2.0 -1.2 -0.1
C 24.4988 -20.1334 -17.6421 1.7 0.7 -0.8
N 25.9162 -19.6133 -17.2156 -0.2 1.1 -0.1
C 26.6897 -20.7245 -16.3188 -1.6 1.7 -1.2
C 25.8567 -18.1834 -16.5610 -0.2 -0.4 1.1
C 27.3015 -17.6363 -16.6528 -1.0 -1.0 0.0
C 27.7342 -18.1815 -18.0233 1.1 0.5 0.1
C 26.6199 -19.0791 -18.5197 0.5 -1.9 0.5
H 22.5209 -22.1630 -18.3607 -0.1 0.0 0.1
H 23.1920 -22.3673 -19.9782 0.2 -0.1 0.1
H 22.7073 -20.7600 -19.4413 -0.2 0.0 0.0
H 25.2242 -21.4107 -19.4265 0.5 0.7 0.5
H 24.7807 -22.2527 -17.9270 0.7 0.0 0.0
H 23.8309 -20.3365 -16.8051 0.4 0.0 0.4
H 24.1070 -19.2562 -18.1570 -0.4 -0.1 -0.2
H 26.0725 -20.7060 -15.4206 0.3 -0.2 0.1
H 27.7322 -20.4804 -16.1145 -0.2 0.2 -0.2
H 26.5786 -21.6843 -16.8233 0.2 0.3 -0.1
H 25.4410 -18.2613 -15.5564 0.4 -0.4 0.2
H 25.1069 -17.5647 -17.0540 0.0 -0.3 -0.8
H 27.8378 -18.0605 -15.8039 0.4 0.2 -0.2
H 27.4161 -16.5528 -16.6818 -0.5 -0.1 0.5
H 28.7123 -18.6591 -17.9651 -0.2 -0.4 0.1
H 27.9605 -17.3078 -18.6344 -0.5 -0.3 -0.5
H 26.9374 -19.9997 -19.0094 0.3 0.4 -0.4
H 25.8700 -18.5817 -19.1349 -0.1 0.0 0.3
C 23.6796 -25.5591 -19.1097 -0.9 -0.4 0.0
C 23.0822 -25.3952 -17.7147 0.1 -0.3 1.8
C 21.8091 -26.3142 -17.4987 1.5 1.1 1.3
N 20.9821 -26.0388 -16.1466 -0.4 1.5 -0.2
C 21.7789 -26.2596 -14.7858 -0.1 0.3 -2.5
C 19.7118 -26.8973 -16.0962 0.5 -1.0 -0.8
C 18.7141 -26.4013 -17.1925 1.3 -0.5 2.5
C 19.1214 -24.9395 -17.2407 0.6 1.3 -0.1
C 20.3187 -24.6465 -16.2917 0.1 -0.5 -0.2
H 24.6965 -25.1974 -19.2619 -0.1 -0.1 0.5
H 23.0667 -25.0974 -19.8839 -0.2 0.0 0.0
H 23.6381 -26.6358 -19.2742 0.4 0.0 -0.5
H 23.0224 -24.3778 -17.3282 -0.7 0.4 -0.5
H 23.7737 -25.7947 -16.9729 0.5 -0.2 -0.2
H 22.2904 -27.2793 -17.3404 -0.8 -0.4 -0.4
H 21.2038 -26.2102 -18.3992 -0.6 -0.5 0.5
H 21.2023 -25.9408 -13.9175 -0.2 0.0 -0.4
H 22.6763 -25.6545 -14.9148 0.0 -0.3 0.3
H 21.9886 -27.3291 -14.7676 0.2 0.2 0.2
H 19.2835 -26.8722 -15.0942 0.3 0.2 0.0
H 20.0627 -27.8992 -16.3433 -0.2 -0.2 0.4
H 17.7120 -26.5464 -16.7890 0.0 -0.2 -0.5
H 18.9481 -27.0568 -18.0314 -0.6 0.8 -0.5
H 18.4268 -24.1736 -16.8958 -0.8 -0.4 -0.6
H 19.4350 -24.7248 -18.2623 -0.1 0.5 0.1
H 20.1487 -24.2167 -15.3045 -1.0 -0.9 0.4
H 20.8431 -23.7683 -16.6683 1.2 -0.8 -0.7
O 20.9602 -16.5953 -17.7364 -2.7 2.1 2.3
C 21.8656 -17.1880 -18.4236 4.2 -1.7 -1.7
O 23.0356 -16.7554 -18.2886 1.1 0.9 0.9
O 21.5867 -18.1533 -19.0713 -2.1 -4.1 -2.4
H 21.6584 -16.0323 -17.3942 -0.4 2.0 1.4
O 18.4445 -13.8584 -15.2192 -1.5 -1.5 -1.5
C 18.8912 -13.5264 -14.0180 0.0 -2.7 4.6
O 19.4043 -12.4516 -13.9787 2.1 4.2 0.2
O 18.7364 -14.2726 -13.0108 -0.4 -1.9 -0.1
H 18.5739 -12.9195 -15.3723 -0.2 1.1 -2.9
```
Positions in Å, forces in eV/Å.

Summary:
HOMO level = -17.16 eV
total energy = -94948.7089 eV
largest force on an atom = 0.10450 Eh/bohr
HOMO-LUMO gap = 6.40 eV
charge = +6
lowest unoccupied orbital energy = -10.75 eV

Atomic partial charges in e from the Löwdin method, atoms 1 to 6: C -0.084; C -0.210; C -0.118; N -0.198; C 0.104; C -0.099